{"formula": "C24H32B2BeCsF13KN2O8S", "method": "wB97M-V/def2-TZVPD", "species": ["C", "O", "B", "O", "C", "C", "C", "C", "C", "C", "C", "O", "C", "N", "C", "C", "O", "H", "H", "H", "H", "H", "H", "H", "H", "H", "H", "C", "C", "N", "H", "H", "H", "Cs", "B", "F", "F", "F", "F", "F", "C", "S", "O", "C", "H", "H", "H", "H", "H", "H", "C", "C", "C", "O", "C", "H", "H", "H", "H", "H", "H", "H", "H", "C", "C", "C", "F", "F", "F", "F", "O", "C", "C", "F", "F", "F", "F", "H", "H", "H", "H", "K", "O", "H", "Be"], "xyz": [[-0.749, -4.286, -2.766], [-0.661, -2.860, -2.487], [0.070, -2.674, -1.325], [-0.384, -3.270, -0.158], [1.387, -1.775, -1.251], [2.667, -2.390, -1.424], [3.840, -1.666, -1.347], [3.745, -0.150, -1.060], [2.486, 0.374, -0.920], [1.290, -0.407, -1.022], [-0.014, 0.343, -0.864], [-1.057, 0.042, -1.383], [0.041, 1.611, 0.002], [-1.119, 2.002, 0.653], [1.179, 2.339, 0.090], [2.416, 1.893, -0.616], [3.332, 2.628, -0.909], [-0.999, -4.483, -3.833], [0.170, -4.816, -2.454], [-1.611, -4.655, -2.176], [-1.338, -3.139, -0.064], [2.737, -3.464, -1.629], [4.885, -2.111, -1.457], [4.626, 0.555, -0.959], [-0.873, 2.364, 1.569], [-1.784, 1.224, 0.717], [1.186, 3.260, 0.686], [-1.412, -1.865, 3.073], [-2.152, -0.930, 2.240], [-2.737, -0.192, 1.582], [-2.078, -2.581, 3.562], [-0.690, -2.436, 2.486], [-0.860, -1.349, 3.858], [6.006, -0.704, -2.380], [4.135, 6.770, -1.521], [5.283, 6.142, -0.997], [3.814, 6.070, -2.734], [3.088, 6.745, -0.641], [4.470, 8.084, -1.917], [4.644, 4.499, -4.348], [-5.482, -3.292, 6.352], [-4.037, -4.233, 5.843], [-3.047, -3.261, 5.293], [-4.820, -5.049, 4.444], [-5.202, -2.672, 7.202], [-5.819, -2.657, 5.532], [-6.275, -3.978, 6.649], [-5.199, -4.304, 3.744], [-5.634, -5.680, 4.801], [-4.074, -5.668, 3.948], [-4.572, -3.471, -7.351], [-4.092, -2.336, -6.466], [-3.185, -3.064, -5.493], [-2.631, -4.183, -6.202], [-3.333, -4.348, -7.424], [-4.924, -3.145, -8.330], [-5.384, -4.012, -6.858], [-3.510, -1.625, -7.056], [-4.897, -1.792, -5.974], [-3.747, -3.455, -4.637], [-2.379, -2.432, -5.119], [-2.668, -4.023, -8.235], [-3.579, -5.413, -7.568], [2.715, 4.901, 3.389], [3.994, 5.407, 4.089], [4.845, 4.368, 4.827], [4.174, 3.749, 5.814], [5.910, 4.977, 5.401], [3.668, 6.429, 4.907], [4.783, 5.939, 3.112], [1.474, 5.035, 4.089], [1.105, 4.079, 5.025], [1.059, 4.636, 6.452], [2.231, 5.185, 6.815], [0.790, 3.641, 7.328], [1.894, 2.993, 4.913], [-0.139, 3.675, 4.682], [2.586, 5.536, 2.512], [2.839, 3.894, 2.988], [5.223, 3.612, 4.134], [0.283, 5.401, 6.537], [-2.440, -5.616, -9.648], [-0.609, -2.476, -9.041], [-0.631, -2.346, -8.087], [5.442, 6.448, -3.426]], "lowdin_charge": [-0.04, 0.02, -0.59, 0.16, 0.02, -0.01, -0.30, -0.20, -0.08, -0.02, -0.24, 0.17, -0.22, 0.15, 0.05, -0.33, 0.09, 0.10, 0.10, 0.10, 0.12, 0.13, -0.09, 0.02, 0.11, 0.02, 0.13, -0.05, -0.23, 0.15, 0.04, 0.07, 0.09, 1.47, -1.24, 0.15, 0.12, 0.19, 0.15, -0.50, -0.27, 0.83, -0.57, -0.27, 0.05, 0.06, 0.06, 0.06, 0.06, 0.05, -0.15, -0.15, -0.19, -0.13, -0.33, 0.12, 0.12, 0.13, 0.12, 0.12, 0.12, 0.00, 0.07, -0.04, -0.44, -0.31, 0.10, 0.10, 0.14, 0.11, 0.04, -0.53, -0.28, 0.10, 0.10, 0.14, 0.14, 0.15, 0.14, 0.17, 0.18, 0.97, -0.60, -0.20, 1.13], "total_energy_ha": -4025.884988, "total_charge": 1}

***

{"formula": "C7H12N2O3", "method": "wB97M-V/def2-TZVPD", "species": ["C", "C", "C", "C", "C", "C", "C", "N", "N", "O", "O", "O", "H", "H", "H", "H", "H", "H", "H", "H", "H", "H", "H", "H"], "xyz": [[0.659, -1.321, 1.012], [0.794, 0.209, 1.178], [0.452, -1.806, -0.430], [-0.735, -1.166, -1.176], [2.323, 2.966, 0.415], [-3.155, -1.231, -1.301], [2.419, 1.861, 1.496], [-1.974, -1.264, -0.482], [-1.882, -1.443, 0.790], [-2.907, -1.564, 1.448], [-0.140, 0.893, 1.528], [2.094, 0.576, 0.973], [1.263, -1.811, -1.093], [0.258, -2.935, -0.469], [-0.476, -0.116, -1.499], [-0.760, -1.844, -2.185], [2.436, 2.537, -0.590], [1.374, 3.484, 0.425], [3.092, 3.720, 0.504], [-3.727, -2.227, -1.165], [-3.839, -0.366, -1.231], [-2.725, -1.367, -2.275], [1.716, 2.319, 2.176], [3.440, 1.898, 1.954]], "lowdin_charge": [0.23, -0.55, -0.24, -0.19, -0.07, -0.02, -0.22, -0.20, -0.06, 0.00, 0.09, -0.01, 0.09, 0.12, 0.14, 0.17, 0.08, 0.07, 0.06, 0.13, 0.10, 0.06, 0.10, 0.13], "relative_energy_kj_mol": 722.2}

***

{"formula": "C16H26F2O9V", "method": "wB97M-V/def2-TZVPD", "species": ["O", "V", "F", "F", "O", "C", "O", "C", "C", "C", "H", "H", "H", "H", "H", "H", "H", "H", "O", "C", "O", "C", "C", "C", "H", "H", "H", "H", "H", "H", "O", "C", "O", "C", "C", "C", "H", "H", "H", "H", "H", "H", "O", "C", "O", "C", "C", "C", "H", "H", "H", "H", "H", "H"], "xyz": [[-0.731, 0.564, -1.818], [-0.482, -0.708, -0.839], [-1.500, 0.040, 0.907], [0.717, -1.523, -2.406], [1.201, 7.162, 0.323], [0.996, 5.987, 0.656], [0.860, 4.867, -0.182], [1.207, 4.996, -1.527], [1.077, 3.669, -2.121], [0.475, 5.742, 2.087], [2.225, 5.347, -1.694], [0.583, 5.722, -2.049], [0.030, 3.382, -2.224], [1.626, 2.884, -1.603], [1.558, 3.572, -3.094], [0.962, 4.920, 2.612], [-0.598, 5.549, 2.087], [0.533, 6.624, 2.723], [-0.391, -2.711, 0.181], [-0.300, -3.373, 1.201], [-0.044, -4.744, 1.179], [-0.098, -5.370, 2.473], [-0.092, -4.161, 3.446], [-0.529, -2.952, 2.703], [0.813, -5.947, 2.634], [-0.947, -6.015, 2.697], [0.932, -3.974, 3.768], [-0.799, -4.345, 4.254], [0.286, -2.233, 2.784], [-1.528, -2.549, 2.870], [1.262, 0.097, 0.202], [1.812, 0.805, 1.057], [2.963, 0.434, 1.593], [3.496, 1.331, 2.493], [2.291, 2.136, 2.799], [1.330, 2.100, 1.583], [4.267, 2.024, 2.155], [3.876, 0.897, 3.417], [2.489, 3.165, 3.100], [1.741, 1.718, 3.642], [1.432, 2.896, 0.847], [0.324, 2.128, 2.001], [-2.335, -1.697, -1.929], [-2.761, -2.418, -2.815], [-4.005, -2.450, -3.229], [-4.173, -3.473, -4.232], [-2.795, -3.855, -4.783], [-1.933, -3.440, -3.563], [-4.611, -2.992, -5.107], [-4.842, -4.252, -3.867], [-2.494, -3.281, -5.660], [-2.707, -4.937, -4.886], [-0.974, -3.069, -3.924], [-1.697, -4.290, -2.922]], "lowdin_charge": [-0.30, 1.06, -0.55, -0.54, 0.08, -0.41, -0.04, -0.29, -0.08, 0.02, 0.13, 0.13, 0.09, 0.08, 0.09, 0.05, 0.09, 0.08, 0.04, -0.33, 0.02, -0.13, -0.17, -0.06, 0.12, 0.12, 0.12, 0.12, 0.12, 0.14, 0.02, -0.40, 0.09, -0.18, -0.16, -0.03, 0.14, 0.14, 0.11, 0.12, 0.11, 0.14, 0.05, -0.44, 0.08, -0.14, -0.13, -0.06, 0.12, 0.13, 0.12, 0.11, 0.12, 0.13], "spin_multiplicity": 2, "total_energy_ha": -2446.205745, "s2": 0.81}

***

{"formula": "C3H2Cl2F2O", "method": "wB97M-V/def2-TZVPD", "species": ["O", "C", "C", "F", "Cl", "C", "F", "Cl", "H", "H"], "xyz": [[0.289, -0.478, 2.175], [0.290, 0.458, 1.107], [-0.663, 0.617, -0.036], [-1.194, 1.825, -0.237], [-1.772, -0.801, -0.451], [0.823, 0.438, -0.186], [1.612, 1.402, -0.686], [1.238, -1.227, -0.602], [-0.424, -1.246, 1.961], [0.731, 1.436, 1.539]], "lowdin_charge": [-0.05, -0.36, -0.68, 0.07, 0.64, -0.80, 0.08, 0.73, 0.16, 0.21], "relative_energy_kj_mol": 164.8, "smiles": "O[C@@H]1[C@](F)(Cl)[C@]1(F)Cl"}

***

{"formula": "C2H7NS2", "method": "wB97M-V/def2-TZVPD", "species": ["C", "C", "N", "S", "S", "H", "H", "H", "H", "H", "H", "H"], "xyz": [[-2.213, 0.637, 0.171], [3.376, 0.171, 0.088], [-3.278, -0.161, -0.227], [-3.100, -1.724, -0.657], [1.501, 0.121, 0.350], [-2.489, 1.622, -0.134], [-2.236, 0.513, 1.332], [-1.136, 0.435, -0.068], [3.623, 0.980, -0.581], [3.772, -0.824, -0.399], [3.903, 0.184, 1.075], [-1.724, -1.954, -0.950]], "lowdin_charge": [-0.30, -0.51, -0.53, 0.70, 0.51, 0.06, 0.12, -0.01, -0.01, 0.06, 0.02, -0.11], "relative_energy_kj_mol": 375.2}

***

{"formula": "C11H22Cl2NO3PS", "method": "wB97M-V/def2-TZVPD", "species": ["O", "C", "Cl", "C", "S", "P", "O", "Cl", "H", "H", "H", "H", "C", "C", "C", "C", "C", "C", "N", "O", "C", "C", "C", "H", "H", "H", "H", "H", "H", "H", "H", "H", "H", "H", "H", "H", "H", "H", "H", "H", "H"], "xyz": [[7.683, -1.997, 0.077], [6.994, -1.817, -0.865], [7.253, -0.544, -2.018], [5.801, -2.687, -1.234], [4.898, -3.121, 0.278], [2.793, -2.296, 0.114], [2.694, -1.989, -1.451], [3.363, -0.483, 0.709], [5.128, -2.190, -1.938], [6.153, -3.616, -1.698], [4.649, -4.432, 0.129], [2.136, -2.632, -1.924], [-0.628, 2.497, -0.117], [-1.106, 1.106, -0.567], [-2.365, 1.227, -1.428], [-3.613, 1.578, -0.621], [-3.812, 0.592, 0.531], [-2.586, 0.462, 1.438], [-1.364, 0.208, 0.605], [-1.236, -1.046, 0.290], [-2.424, 1.725, 2.302], [-2.769, -0.704, 2.402], [0.024, 0.496, -1.380], [0.151, 2.413, 0.642], [-0.208, 3.027, -0.972], [-1.420, 3.128, 0.274], [-2.536, 0.275, -1.942], [-2.187, 1.974, -2.204], [-3.552, 2.602, -0.245], [-4.485, 1.550, -1.276], [-4.663, 0.894, 1.144], [-4.055, -0.392, 0.118], [-1.444, 1.747, 2.779], [-3.177, 1.719, 3.088], [-2.562, 2.653, 1.755], [-2.977, -1.637, 1.884], [-3.611, -0.487, 3.058], [-1.881, -0.844, 3.021], [0.897, 0.336, -0.745], [0.306, 1.161, -2.196], [-0.263, -0.458, -1.817]], "lowdin_charge": [0.08, -0.90, 0.77, -0.41, 0.84, 0.41, -0.38, 0.34, 0.07, 0.12, -0.02, 0.10, -0.02, -0.49, -0.13, -0.17, -0.13, -0.49, -0.09, -0.05, -0.03, -0.04, -0.06, 0.09, 0.09, 0.06, 0.13, 0.13, 0.10, 0.12, 0.13, 0.13, 0.09, 0.09, 0.06, 0.08, 0.09, 0.09, 0.04, 0.09, 0.07], "spin_multiplicity": 2, "relative_energy_kj_mol": 0.0, "s2": 0.75, "total_charge": 1}